52
Properties=species:S:1:pos:R:3:forces:R:3 method="wB97M-V/def2-TZVPD" gap_ev=9.0 relative_energy_kj_mol=2035.4 multiplicity=1 homo_ev=-8.414 e_lumo_ev=0.6 largest_force_ev_per_a=18.54
H -4.53245 0.76724 -0.58393 1.25 -2.53 1.39
C 1.29244 2.98164 -0.30983 1.26 0.57 7.74
C 2.44447 -2.65568 -0.83041 1.11 2.65 0.39
C -1.69315 -0.52955 0.67772 1.95 -0.07 3.28
C -2.96612 -2.34638 -0.16275 -3.82 2.54 -2.09
C 2.88955 -1.43046 -1.12250 2.15 5.61 -0.10
C 3.93557 -0.68004 -0.30086 -1.42 -5.04 1.89
H 3.24141 1.83003 0.87919 0.31 0.68 5.40
C 0.36253 -0.78069 1.71047 0.69 -1.63 2.43
O -3.71973 2.83236 -0.64677 1.45 -1.04 0.95
C 4.44862 -1.42167 0.99765 -5.71 1.53 -10.98
C -2.75916 0.25376 0.61251 -3.14 4.42 -2.78
H 1.22862 -0.41375 2.17123 0.73 1.94 1.30
C 4.28791 0.67995 -0.71672 -0.45 0.14 11.48
C 0.05452 3.30589 -0.69153 4.15 0.32 16.86
H 0.10382 -1.63492 2.40679 -0.73 1.12 -0.53
H -4.98704 -3.98254 -0.42587 -4.81 1.42 3.65
C 2.36535 2.28060 -0.85970 1.94 -1.62 7.93
H -4.32980 -3.70731 -2.06283 0.24 -0.93 2.91
O -2.93094 -3.56337 -0.39416 -1.98 -8.68 -1.40
C -3.96919 -1.56869 -0.64399 -2.31 7.28 2.21
H 0.29292 3.01510 -2.35212 -1.16 1.16 -0.65
N -0.38594 3.54524 -1.73551 0.20 0.57 -14.24
H 2.38352 -0.78122 -1.88447 0.67 -0.74 0.45
O -0.63242 0.18179 1.43039 -0.20 -4.19 -2.11
C -2.78235 2.66682 0.17099 -2.88 7.44 -3.48
N 0.12152 3.25594 1.60716 0.44 1.42 1.77
H -2.06619 4.28734 1.55367 -1.40 1.03 -0.34
C -4.18410 -4.16631 -0.92126 5.99 1.44 -6.67
H 2.77657 -4.38904 0.58022 0.50 3.84 -0.97
C -1.90996 -1.86064 0.41443 8.43 -0.12 3.73
H -1.25509 3.56685 -2.06295 -4.63 0.19 -1.05
N -2.47571 1.68975 0.89310 3.70 -5.23 3.81
N 1.30599 2.94440 1.26907 -2.66 0.15 -3.76
N -0.62926 3.76015 0.60434 7.69 -2.81 -5.65
H 4.33859 -3.15813 1.90824 -0.37 -0.60 -2.71
H -5.02836 -1.62814 -0.94500 1.08 -1.31 -0.44
C 4.04580 -2.72404 0.82379 11.38 4.08 13.91
C -1.88507 4.17017 0.47500 -0.78 -13.81 12.36
H 0.94196 -1.29589 0.99351 -0.55 -0.33 -2.52
N 3.36449 1.58633 0.00096 -2.77 1.95 -8.93
H 5.20357 -0.95183 1.35979 4.73 2.26 3.39
H -1.50525 1.66882 1.46327 -2.82 0.78 -1.52
C -3.86743 -0.13495 -0.14650 -0.67 -0.37 -1.90
H 5.18221 0.98517 -0.20346 1.30 -0.39 -0.60
H 1.56786 -2.96252 -1.20746 -2.69 -1.76 -1.52
H -4.04930 -5.19256 -1.12564 0.60 -1.11 0.41
H -2.12786 4.78440 -0.09378 -3.56 10.05 -9.21
O 2.17275 1.95472 -1.93323 0.14 -2.51 -9.85
H -1.07963 -2.67579 0.74852 -2.06 2.13 -1.01
H 4.32512 0.74547 -1.64033 0.00 1.46 -8.64
C 3.07380 -3.10383 0.25153 -10.51 -13.35 -3.99